A structure of composition C23H43MnN5, computed with ωB97M-V/def2-TZVPD.

* LUMO (spin up / spin down): -6.6 / -6.1 eV
* Kohn-Sham gap (spin up / spin down): 7.847 / 8.341 eV
* E_HOMO (spin up / spin down): -0.5323 / -0.5323 Eh
* net charge: +2
* 2S+1: 2

Last column: Löwdin spin population.
Atoms and positions in Å:
Mn: -0.27702 -0.56570 0.62394  0.99
C: 0.80056 -4.00149 1.28222  0.00
C: 0.19874 -2.74754 1.85882  0.00
C: 1.04280 -1.76364 2.43916  -0.01
C: 2.50902 -2.06119 2.63675  0.00
C: 0.47036 -0.61561 3.05757  0.00
C: 1.34770 0.38296 3.76815  0.00
C: -0.93841 -0.48103 3.14096  0.00
C: -1.54166 0.56523 4.03346  0.00
C: -1.77405 -1.41944 2.47991  0.00
C: -3.27000 -1.27758 2.57863  0.00
C: -1.20896 -2.59532 1.90959  0.00
C: -2.11032 -3.74732 1.55559  0.00
H: 0.90717 -4.75506 2.06356  0.00
H: 1.78495 -3.81727 0.86166  0.00
H: 0.17924 -4.42340 0.49866  0.00
H: 3.12921 -1.69874 1.81752  0.00
H: 2.66518 -3.13167 2.72334  0.00
H: 2.86729 -1.60714 3.55489  0.00
H: 1.44277 0.10369 4.81882  0.00
H: 0.92244 1.38175 3.72649  0.00
H: 2.34701 0.42613 3.34518  0.00
H: -1.74089 1.49484 3.50215  0.00
H: -0.87527 0.79095 4.85998  0.00
H: -2.47972 0.21307 4.45079  0.00
H: -3.62401 -1.73828 3.50353  0.00
H: -3.77735 -1.76284 1.74960  0.00
H: -3.57002 -0.23326 2.58969  0.00
H: -2.47773 -3.69767 0.53127  0.00
H: -2.97502 -3.76125 2.21253  0.00
H: -1.59046 -4.69216 1.67923  0.00
C: -0.09800 0.63563 -4.33825  0.00
C: 0.14616 -0.72539 -3.68596  0.00
C: -0.79200 -1.77609 -4.28698  0.00
C: 1.60182 -1.14114 -3.86895  0.00
N: -0.14890 -0.54014 -2.24243  0.01
N: 0.13338 -1.64477 -1.37628  0.00
H: 0.21920 0.61174 -5.37578  0.00
H: 0.46797 1.40660 -3.82039  0.00
H: -1.15528 0.89225 -4.32289  0.00
H: -0.65727 -1.80935 -5.36198  0.00
H: -1.83517 -1.53134 -4.08904  0.00
H: -0.58699 -2.77393 -3.90029  0.00
H: 1.83773 -1.13008 -4.92715  0.00
H: 1.78713 -2.15252 -3.51208  0.00
H: 2.26820 -0.44799 -3.36199  0.00
H: -1.14136 -0.31403 -2.16516  0.00
H: 1.12717 -1.85837 -1.51155  0.00
H: -0.38799 -2.49057 -1.65431  0.00
C: 2.69818 3.41221 -1.20022  0.00
C: 2.82291 2.53839 0.03992  0.00
N: 1.60598 1.75386 0.16568  0.00
C: 0.37240 2.23419 -0.16911  0.00
N: -0.65094 1.46693 0.17545  0.00
C: -1.99051 1.92395 -0.16175  0.00
C: -1.98716 2.72663 -1.46188  0.00
C: -1.02018 3.88617 -1.27782  0.00
N: 0.27379 3.38534 -0.84369  0.00
C: 1.42552 4.23890 -1.08890  0.00
H: 2.64475 2.77679 -2.08458  0.00
H: 3.56273 4.06744 -1.29232  0.00
H: 2.97596 3.15938 0.93276  0.00
H: 3.67134 1.85617 -0.05556  0.00
H: 1.60344 1.01344 0.87296  0.00
H: -2.36661 2.56161 0.64827  0.00
H: -2.64513 1.04296 -0.22361  0.00
H: -2.98277 3.10289 -1.68538  0.00
H: -1.65050 2.09713 -2.28743  0.00
H: -1.41076 4.59503 -0.53790  0.00
H: -0.88495 4.42673 -2.21752  0.00
H: 1.50992 4.97416 -0.28144  0.00
H: 1.25324 4.78514 -2.01813  0.00


A structure of composition C23H43N2O2P3Zr, computed with ωB97M-V/def2-TZVPD.

* LUMO: -13.5 eV
* Kohn-Sham gap: 5.594 eV
* E_HOMO: -0.7018 Eh
* net charge: +4

Last column: Mulliken charge in e.
Atoms and positions in Å:
Zr: -0.09665 0.68982 -0.52223  -0.51
P: 1.75536 2.14800 0.69504  1.07
P: 0.85840 -2.13159 1.21667  0.96
P: -1.31769 0.93803 2.34246  1.55
H: -0.40607 1.85372 -3.04181  0.43
C: -1.01235 1.23567 -2.35838  -0.88
C: -1.79727 2.05882 -1.33611  -0.38
H: -1.18022 2.40575 -0.40339  -0.03
C: 2.97551 2.78447 -0.50470  -1.39
C: 2.85270 1.55360 2.04812  -1.15
C: 1.03481 3.67417 1.41809  -1.24
C: 0.06606 -3.75949 1.34159  -1.46
C: 2.43853 -2.47305 0.39414  -1.10
C: 1.34323 -1.66218 2.90621  -1.17
C: -2.74662 2.10122 2.49160  -1.78
C: -0.50453 1.31247 3.95816  -1.34
C: -2.18427 -0.61632 2.83104  -1.23
H: -1.63183 0.58122 -2.97220  0.54
H: -1.99061 3.03471 -1.80632  0.94
H: 2.46505 3.06967 -1.43385  0.45
H: 3.70909 2.00236 -0.74134  0.51
H: 3.48775 3.66091 -0.08507  0.50
H: 3.41900 0.67510 1.70451  0.37
H: 2.27577 1.26012 2.93642  0.26
H: 3.56467 2.34746 2.32760  0.56
H: 0.38127 4.14747 0.67107  0.43
H: 1.85058 4.36510 1.68000  0.52
H: 0.43259 3.44395 2.30975  0.27
H: 0.78557 -4.53651 1.61610  0.48
H: -0.35665 -3.96929 0.35073  0.48
H: -0.74436 -3.69362 2.07623  0.43
H: 2.85573 -3.40719 0.80667  0.55
H: 3.17353 -1.67373 0.57597  0.40
H: 2.31781 -2.59752 -0.68616  0.31
H: 1.40590 -2.56874 3.52816  0.54
H: 0.62807 -0.96758 3.36236  -0.10
H: 2.33878 -1.19235 2.91361  0.48
H: -2.95859 2.32831 3.54736  0.62
H: -3.65007 1.66709 2.04280  0.45
H: -2.49443 3.03939 1.98117  0.43
H: -1.19297 1.91745 4.56511  0.46
H: 0.42098 1.87947 3.80922  0.35
H: -0.28526 0.39032 4.51098  0.61
H: -3.11555 -0.35488 3.34990  0.52
H: -1.55410 -1.22060 3.49212  0.56
H: -2.43956 -1.20518 1.94477  0.02
C: -3.10311 0.05886 -0.34300  -0.03
C: -4.29154 -0.66029 -0.13885  -0.85
C: -5.49367 -0.04564 -0.47409  -0.47
C: -5.50942 1.14608 -1.23851  -0.70
C: -4.34934 1.80048 -1.54860  -0.79
C: -3.13669 1.50022 -0.76184  1.20
O: -1.93296 -0.51641 -0.19400  0.30
H: -0.39817 -1.63717 0.62268  0.10
H: -4.29451 -1.69191 0.22506  0.53
H: -6.44029 -0.51662 -0.22773  0.54
H: -6.45969 1.53934 -1.61966  0.50
H: -4.27210 2.66782 -2.21551  0.50
H: -3.32418 2.05942 0.17077  -0.12
N: 4.51280 -3.12056 -4.83071  -0.35
C: 3.13218 -3.09845 -4.86403  0.16
O: 2.50051 -3.73046 -5.70155  -0.52
C: 2.45910 -2.20368 -3.86291  0.70
C: 3.12902 -1.18840 -3.17042  -0.51
C: 2.44506 -0.41585 -2.23796  -0.66
N: 1.11255 -0.59014 -1.99134  0.49
C: 0.44695 -1.55730 -2.68875  -0.43
C: 1.08577 -2.34530 -3.63121  -0.84
H: 4.95013 -3.81777 -5.41417  0.28
H: 5.02560 -2.82853 -4.00802  0.18
H: 4.18371 -0.97253 -3.36252  0.51
H: 2.95879 0.35602 -1.65763  -0.09
H: -0.61866 -1.66052 -2.49058  0.54
H: 0.50507 -3.06671 -4.19906  0.54


A structure of composition C23H44AlNOP3, computed with ωB97M-V/def2-TZVPD.

* LUMO: -10.8 eV
* Kohn-Sham gap: 4.154 eV
* E_HOMO: -0.5511 Eh
* net charge: +3

Last column: Mulliken charge in e.
Atoms and positions in Å:
Al: -0.34946 -0.46481 -1.33373  -0.69
P: 0.85413 -2.34359 -1.24792  1.78
P: 2.61618 -0.20013 1.13471  0.98
P: -2.45268 0.05940 -0.37086  1.58
H: 1.44288 2.16102 -0.26955  0.41
C: 0.56799 2.72089 0.07410  -0.57
C: 0.31028 2.97548 1.36162  -0.48
H: 1.04976 2.87733 2.16197  0.24
C: 1.89578 -2.47150 -2.73348  -1.42
C: 1.54942 -3.40605 0.02838  -1.37
C: -0.72125 -3.15123 -1.74992  -1.40
C: 3.20825 1.28843 2.05673  -1.48
C: 3.19707 -1.41792 2.41397  -1.38
C: 4.05690 -0.35704 -0.01611  -1.35
C: -2.94865 1.44068 0.72986  -1.15
C: -3.35427 -1.29822 0.46560  -1.04
C: -3.50091 0.35945 -1.85484  -1.43
H: -0.22954 2.88655 -0.66963  0.54
H: -0.73523 3.16731 1.63424  0.31
H: 1.26241 -2.75441 -3.58924  0.49
H: 2.66086 -3.23231 -2.53969  0.51
H: 2.39476 -1.50644 -2.93194  0.30
H: 1.42973 -4.45601 -0.27829  0.59
H: 1.03771 -3.27055 0.99067  0.34
H: 2.61771 -3.19724 0.16445  0.41
H: -0.46584 -3.93853 -2.46691  0.57
H: -1.40706 -2.42683 -2.23770  0.47
H: -1.23305 -3.55435 -0.86517  0.29
H: 4.29645 1.21922 2.20036  0.50
H: 2.72097 1.34385 3.04178  0.29
H: 2.96374 2.20418 1.50661  0.46
H: 4.29025 -1.33072 2.50770  0.48
H: 2.94470 -2.44968 2.13818  0.33
H: 2.74508 -1.20927 3.39460  0.43
H: 4.94684 0.07927 0.46040  0.48
H: 3.84638 0.18667 -0.94675  0.33
H: 4.24939 -1.40777 -0.26672  0.38
H: -4.00383 1.69802 0.52070  0.54
H: -2.30301 2.31516 0.56744  0.21
H: -2.86394 1.11299 1.77996  0.17
H: -4.38169 -1.33055 0.06159  0.49
H: -3.40880 -1.09410 1.54608  0.13
H: -2.86054 -2.26437 0.28793  0.27
H: -4.37532 0.92073 -1.51152  0.52
H: -3.78870 -0.61361 -2.26707  0.46
H: -2.96635 0.93964 -2.62288  0.35
C: 0.11349 1.28250 -3.75384  1.47
C: 0.82777 0.53039 -4.67653  -0.84
C: 0.49789 0.76466 -6.01693  -0.62
C: -0.46381 1.73200 -6.33342  -0.69
C: -1.09195 2.49566 -5.35263  -0.73
C: -0.75990 2.32536 -4.01475  -0.52
O: 0.17910 0.90985 -2.39774  0.11
H: -0.12479 1.63256 -1.74556  -0.22
H: 1.58570 -0.20160 -4.34995  0.42
H: 0.97080 0.17297 -6.80246  0.45
H: -0.76059 1.85394 -7.37868  0.42
H: -1.88304 3.19711 -5.60463  0.42
H: -1.22364 2.88306 -3.19145  0.52
N: -0.55526 -1.17860 2.65457  -0.22
C: -0.85869 -0.34067 3.69446  0.78
C: 0.17443 0.24112 4.46459  -0.29
C: -0.11796 1.15582 5.47192  -0.72
C: -1.45045 1.50631 5.72924  -0.63
C: -2.49327 0.92355 4.99745  -0.66
C: -2.20801 -0.01895 4.00225  -0.58
H: 0.41068 -1.48580 2.53065  -0.17
H: -1.26729 -1.70894 2.17061  0.21
H: 1.20934 -0.02441 4.22280  0.32
H: 0.69142 1.60720 6.05098  0.44
H: -1.67090 2.22771 6.51424  0.42
H: -3.52554 1.21551 5.20809  0.44
H: -3.01099 -0.50729 3.44704  0.60


Number 1: electronic energy -63305.089 eV. Number 2: electronic energy -60730.192 eV. Number 3: electronic energy -62538.026 eV.